# C32H42AsBr2CuN6O3Si3

C32H42AsBr2CuN6O3Si3 as an isolated structure (ωB97M-V/def2-TZVPD, the OMol25 dataset).

The molecular weight is 941.26 g mol⁻¹. The value obtained for the energy is -318139.9085 eV. The relative energy (zero: lowest compared OMol25 entry of this formula, charge and spin) comes out at 55.8 kcal/mol. Its gap between HOMO and LUMO (spin up / spin down) is 6.62 / 6.67 eV. For the largest force on an atom, the calculation gives 0.011 Eh/bohr. The HOMO energy (spin up / spin down) is -9.14 / -10.39 eV.

Geometry as ORCA input:
```
! RIJCOSX wB97M-V def2-TZVPD def2/J DEFGRID3
* xyz 1 2
Si -3.662 -1.082 -0.654
C 3.541 4.236 -4.300
H 5.625 5.538 -1.920
C -0.287 2.910 0.521
C -1.040 -2.670 -3.217
C 4.374 3.797 -1.705
H -2.823 3.155 2.396
Si -0.317 -2.692 -1.490
C 4.480 5.090 -3.693
C -0.481 -4.369 -0.678
H -1.406 -1.681 -3.500
H 0.117 -4.418 0.237
H -3.297 -4.167 3.241
C -0.942 2.337 -4.380
H -0.266 -2.947 -3.940
Br 6.619 0.950 4.085
N -0.535 0.336 -1.602
C 1.499 -2.234 -1.519
H 1.798 -1.699 -0.614
C 2.397 -2.553 2.900
H -0.520 3.968 0.678
C 2.969 0.531 1.268
H -5.188 -0.783 -2.520
C -2.749 -2.899 4.909
H 5.812 2.307 1.571
H -1.868 -3.375 -3.316
H -3.593 1.570 2.279
H 3.349 -2.619 3.419
C -2.671 -3.355 3.593
C -1.069 -1.319 4.375
H -4.867 -3.178 -0.772
H 0.329 2.600 1.373
C -2.646 2.098 2.168
H 2.279 2.510 -4.104
C 3.099 -0.309 2.362
Si -1.911 1.982 0.463
H -1.966 -1.479 6.324
C 5.051 1.577 1.810
N -1.398 3.364 -4.630
H -3.270 -3.402 -1.489
C 4.190 -0.198 3.202
C 5.149 0.764 2.919
H 3.237 4.427 -5.321
N -0.964 -1.740 3.119
H 4.283 -0.825 4.077
H 0.291 2.857 -0.409
C -2.983 2.712 -0.875
C -0.470 0.676 -2.720
C 3.002 3.159 -3.628
H -1.667 -3.080 1.720
H -2.750 2.293 -1.856
C 0.279 0.207 -4.939
H -4.111 -0.556 1.721
C -1.770 -2.752 2.748
C -3.805 -2.937 -0.659
C 3.960 1.450 0.951
C 4.905 4.887 -2.397
C -4.663 -0.439 0.783
N 3.133 2.007 -1.365
H -5.590 -1.012 0.867
C -0.375 1.077 -4.010
H -0.084 -5.118 -1.374
H 2.451 -3.124 1.973
As -1.424 -0.403 -0.100
O 1.800 0.423 0.520
H -1.944 1.711 2.910
H -3.519 -0.797 -3.096
H 1.738 -1.602 -2.379
H -4.186 0.664 -2.351
O -3.575 -3.413 5.826
H 2.104 -3.143 -1.595
H 1.481 1.314 0.304
H 1.610 -2.946 3.538
C 3.917 2.284 -0.264
O 2.057 -1.185 2.609
H -4.045 2.549 -0.676
C -4.176 -0.425 -2.307
H 4.879 5.920 -4.263
H -4.124 -4.115 5.454
N 4.655 3.342 -0.425
N 0.837 -0.516 -5.640
H -3.459 -3.389 0.275
Cu 0.192 -0.760 1.596
Br 0.057 0.113 4.866
H -4.926 0.615 0.671
H -1.508 -4.649 -0.439
H 2.639 1.149 -1.542
H -2.810 3.790 -0.938
C -1.926 -1.853 5.310
C 3.437 2.963 -2.320
*
```


# C32H42CrN2Si

C32H42CrN2Si as an isolated structure at a distorted geometry (ωB97M-V/def2-TZVPD, the OMol25 dataset).

The molecular weight is 534.78 g mol⁻¹. The value obtained for the energy is -73137.4154 eV. The relative energy (zero: lowest compared OMol25 entry of this formula, charge and spin) comes out at 33.4 kcal/mol. Its gap between HOMO and LUMO (spin up / spin down) is 7.49 / 7.30 eV. For the largest force on an atom, the calculation gives 0.034 Eh/bohr. The HOMO energy (spin up / spin down) is -10.25 / -9.82 eV.

Geometry as ORCA input:
```
! RIJCOSX wB97M-V def2-TZVPD def2/J DEFGRID3
* xyz 1 2
H -2.266 3.255 -1.995
H -2.719 3.032 -3.672
H 1.882 -3.209 1.749
C 0.170 1.687 3.927
H -4.034 1.773 -1.655
H 3.662 1.730 1.769
H -1.031 1.214 -3.877
C -0.002 -0.065 1.264
H 3.768 -3.283 -1.158
H -1.124 2.339 7.511
C 1.832 2.810 1.487
H 3.590 -1.530 -1.270
C 3.482 4.956 0.789
H 1.546 3.285 4.320
C -0.624 -2.036 -4.029
H -1.698 -1.888 -4.075
H 2.456 -4.486 0.680
C -1.322 1.148 5.745
H -2.232 -0.441 -2.675
H -2.131 0.556 6.144
H 4.121 5.788 0.538
H 0.729 3.688 6.603
C -2.374 -3.523 -2.101
C -2.347 2.513 -2.789
H -2.091 2.279 -0.001
H 0.404 0.590 -2.076
H -0.152 -1.115 -4.365
C -0.412 1.264 -1.795
C -0.451 -3.521 -0.492
C -3.323 1.398 -2.391
C 2.105 5.106 0.778
H -2.620 -3.316 -3.136
C -1.810 1.240 0.208
H 5.107 3.617 1.148
C -0.965 1.931 -3.057
C -0.755 2.150 6.514
H 0.007 2.020 -1.127
C 4.034 3.735 1.137
H -0.279 2.720 -3.364
H -1.294 -5.371 0.201
Si 0.647 1.491 2.117
H 0.919 -4.662 1.498
H -1.771 -1.162 1.810
H 1.828 -1.988 -4.427
C -2.579 0.168 -1.841
C 1.739 -2.616 -1.107
H -2.363 -3.982 0.361
N -1.413 0.491 -1.019
H 2.371 -0.701 -3.348
Cr -0.242 -1.269 -0.400
C 0.285 2.908 6.003
H -3.899 1.075 -3.259
C 1.569 -3.946 1.009
C -0.858 0.915 4.465
C -0.973 -3.103 -1.741
C 1.239 -2.257 -2.370
H -0.205 -1.933 2.287
H 1.672 6.058 0.516
H -1.026 -4.175 1.471
H 3.152 -2.280 -3.323
C 3.197 -2.426 -0.796
H -3.117 -3.030 -1.475
C 3.217 2.673 1.487
H -2.479 -4.597 -1.952
N -0.692 1.190 1.060
H 3.361 -2.338 0.273
C -0.136 -2.424 -2.655
C 0.745 2.678 4.719
C -1.331 -4.308 0.439
H -1.301 0.136 3.862
C -0.697 -1.230 1.628
C 0.911 -3.297 -0.180
H -0.375 -2.823 -4.742
H -3.265 -0.437 -1.240
C 1.293 4.043 1.122
H -2.679 0.719 0.642
H 0.221 4.174 1.122
C 2.195 -1.775 -3.428
*
```


# C32H42F4N3O3STeTi

C32H42F4N3O3STeTi as an isolated structure (ωB97M-V/def2-TZVPD, the OMol25 dataset).

The molecular weight is 800.23 g mol⁻¹. The value obtained for the energy is -96588.3753 eV. The relative energy (zero: lowest compared OMol25 entry of this formula, charge and spin) comes out at 0.0 kcal/mol. Its gap between HOMO and LUMO (spin up / spin down) is 4.91 / 5.31 eV. For the largest force on an atom, the calculation gives 0.016 Eh/bohr. The HOMO energy (spin up / spin down) is -4.79 / -5.21 eV.

Geometry as ORCA input:
```
! RIJCOSX wB97M-V def2-TZVPD def2/J DEFGRID3
* xyz 0 2
C 2.677 1.947 3.626
C 1.131 -2.784 -2.641
H -3.187 5.040 1.754
H 0.306 -0.939 -6.278
C 3.060 -2.236 -0.773
H -4.393 -4.150 -0.245
C 2.124 0.695 4.287
C -4.285 0.243 -1.459
H -5.344 -1.036 2.598
H 0.349 -1.080 4.753
H 0.055 -2.329 2.523
C -2.517 2.984 1.597
H 2.527 -4.166 -3.538
Ti -0.461 0.207 0.101
H 0.374 3.871 2.667
H -6.125 -2.975 1.178
Te 0.734 1.823 -2.432
C 0.088 0.588 -4.051
H -0.206 3.157 4.187
H 1.266 0.961 4.914
H 3.731 -0.495 2.835
O -1.195 -1.316 0.996
C 3.631 -1.186 -5.707
H -1.226 5.539 3.426
C -2.263 4.466 1.822
O -2.120 0.800 -0.628
H 2.877 2.703 4.387
O -0.030 2.068 1.052
C 0.915 -1.874 -1.639
C 2.733 -0.699 2.413
N 1.683 -0.343 3.366
H 2.893 0.296 4.974
H 2.333 -1.972 -7.228
H 1.497 -3.265 2.954
H -4.005 -0.798 -1.298
H -0.575 -0.182 -3.661
H 2.704 -1.766 2.215
F 4.458 -3.783 -1.813
C 1.266 -0.789 -5.798
C -1.623 4.549 3.204
C 1.856 -1.495 -0.654
H 2.908 0.354 -1.894
F 0.147 -3.005 -3.529
H -0.460 1.184 -4.779
H -4.767 0.344 -2.433
C 2.580 0.034 1.078
H 1.978 2.358 2.899
H 0.089 -3.306 3.997
H -3.192 2.274 -3.182
H -3.346 2.616 2.208
H -1.575 4.844 1.062
H -2.685 2.675 0.569
H 4.667 -0.274 -4.068
H -3.860 3.102 -1.791
H 4.525 -1.639 -6.117
C 3.711 -0.418 -4.559
C 1.180 -1.470 4.157
H -2.073 -3.248 -0.335
H -5.031 0.494 -0.696
C 2.570 0.169 -4.017
C 1.338 -0.018 -4.641
H -2.102 2.945 -1.948
C -3.052 2.432 -2.107
H -2.981 -0.260 2.404
C 2.403 -1.373 -6.330
C -5.114 -2.603 1.108
H -2.364 4.312 3.972
C 3.273 -3.152 -1.785
C -4.143 -3.258 0.313
C 2.334 -3.452 -2.753
C -3.088 1.134 -1.357
H 3.406 1.773 -2.826
C -3.397 -1.060 1.811
H 3.548 0.057 0.569
S -1.060 2.088 2.192
H 3.615 1.750 3.105
C 2.665 0.980 -2.750
F -0.316 -1.249 -1.615
F 4.062 -2.086 0.126
H 1.945 -1.805 4.881
N -2.526 -1.625 0.893
C -2.867 -2.795 0.239
N 1.537 -0.508 0.213
C -4.675 -1.518 1.896
C 0.683 -2.658 3.350
H 2.308 1.071 1.279
C -0.505 3.513 3.204
*
```


# C32H42N5O4P3V

C32H42N5O4P3V as an isolated structure (ωB97M-V/def2-TZVPD, the OMol25 dataset).

The molecular weight is 704.59 g mol⁻¹. The value obtained for the energy is -103022.8750 eV. The relative energy (zero: lowest compared OMol25 entry of this formula, charge and spin) comes out at 0.0 kcal/mol. Its gap between HOMO and LUMO (spin up / spin down) is 5.49 / 6.18 eV. For the largest force on an atom, the calculation gives 0.014 Eh/bohr. The HOMO energy (spin up / spin down) is -19.09 / -19.09 eV.

Geometry as ORCA input:
```
! RIJCOSX wB97M-V def2-TZVPD def2/J DEFGRID3
* xyz 4 2
H 3.877 -1.634 -1.199
C -0.011 3.084 -4.150
H 2.874 0.187 -5.992
C 3.560 0.771 -4.047
H 0.677 3.597 -4.809
C -1.815 1.810 -2.461
C -0.998 6.390 1.746
H -0.001 5.568 3.465
N -1.298 0.360 3.071
C 4.284 -0.754 2.555
H -3.810 -2.822 1.946
H -0.896 -5.111 0.072
H 4.018 1.194 -2.001
C -0.599 3.919 0.563
H 4.423 -0.500 3.597
H -3.758 1.484 3.676
H -1.144 7.359 2.205
N -3.860 -0.053 0.819
N -4.077 1.258 2.740
O -1.232 1.237 0.482
C -1.159 2.492 -4.666
H -3.480 -4.335 1.050
C 5.145 -1.659 1.937
H -4.006 -4.374 2.716
P -0.363 2.352 -0.192
P -0.697 -3.127 1.379
H 1.590 1.952 1.147
C -3.382 -3.828 2.011
O -1.400 1.158 3.922
H -1.934 6.961 -0.098
H -2.980 -0.595 -0.888
H 4.469 1.225 -4.418
C -0.654 2.387 -1.940
H 0.856 -2.837 3.156
H -2.678 -3.663 -0.990
C 3.301 0.757 -2.688
C 3.982 -1.396 -0.148
C -1.628 -3.570 -1.274
H 0.806 -0.871 -5.166
O -0.185 -0.169 2.662
H 0.357 3.372 2.439
H -3.340 -1.856 0.123
H -2.549 1.378 -1.789
H -1.603 -4.814 2.752
P 1.825 0.209 -0.496
H -1.361 2.545 -5.728
C -3.438 0.391 2.011
C 1.355 -4.789 2.319
C -0.355 5.380 2.461
N -2.271 -0.239 2.344
V -0.914 -0.706 0.856
H -1.502 -4.169 -2.175
C 3.119 -0.476 0.469
C -1.444 6.169 0.450
C 0.927 -3.321 2.179
H -4.934 1.702 2.428
O 0.456 -0.654 -0.211
C 2.124 0.154 -2.224
C 1.492 -0.411 -4.468
H -4.800 0.094 0.470
H 1.129 3.529 -2.401
H -1.862 -3.229 3.447
H 0.305 -0.890 -2.751
H -1.407 -2.533 -1.557
C 1.379 1.862 0.078
H 1.450 -5.282 1.352
H -1.581 4.771 -1.167
H 0.667 -5.362 2.938
H 2.621 0.552 2.324
H 2.329 -4.825 2.803
H -2.974 1.435 -4.229
H 5.949 -2.106 2.508
N -2.982 -0.899 0.089
H 5.674 -2.678 0.122
H 2.042 2.566 -0.436
C 0.244 3.037 -2.790
C 2.659 0.186 -4.931
C -2.065 1.860 -3.823
C 4.993 -1.983 0.594
H 1.657 -2.756 1.590
C -1.942 -3.801 2.518
C 1.214 -0.427 -3.112
C -1.247 4.934 -0.150
C -0.681 -4.069 -0.182
H 0.352 -4.040 -0.538
C 3.270 -0.160 1.829
C -0.154 4.146 1.875
*
```


# C32H43AsN8S3Zr

C32H43AsN8S3Zr as an isolated structure at a distorted geometry (ωB97M-V/def2-TZVPD, the OMol25 dataset).

The molecular weight is 802.10 g mol⁻¹. The value obtained for the energy is -140420.4998 eV. The relative energy (zero: lowest compared OMol25 entry of this formula, charge and spin) comes out at 19.9 kcal/mol. Its gap between HOMO and LUMO is 7.27 eV. For the largest force on an atom, the calculation gives 0.021 Eh/bohr. The HOMO energy is -12.67 eV.

Geometry as ORCA input:
```
! RIJCOSX wB97M-V def2-TZVPD def2/J DEFGRID3
* xyz 2 1
H -4.195 5.511 -3.143
H 0.684 0.548 -3.866
C -2.080 -2.973 -2.174
C -3.132 5.337 -3.318
As -0.620 -1.704 -2.210
H -2.589 4.635 -1.313
H -3.540 -1.516 -2.802
N -3.889 -2.456 0.905
H -2.753 -6.214 -1.494
C 1.914 -2.856 -1.351
N 1.399 1.440 1.349
N -2.585 4.445 -2.299
H -7.140 -2.010 0.393
H -6.243 -3.548 0.427
C 2.569 1.256 -0.811
C 3.156 -4.493 -2.617
H 2.269 -0.794 3.771
C 0.957 -2.814 -2.365
C -5.002 -1.840 0.526
S -1.223 -2.618 1.001
C 0.006 0.372 -5.862
Zr -0.168 -0.369 0.237
H 0.375 -3.572 -4.294
H 0.485 2.071 3.147
H 3.120 1.818 -1.572
C -1.589 -1.354 -6.312
H 1.619 -0.060 -2.047
H 0.878 -1.774 2.309
C -2.926 -5.185 -1.772
H -3.592 0.901 -0.864
N -2.586 -0.670 0.031
S -1.488 1.977 -1.966
H -0.863 -4.640 -1.560
H -2.165 5.054 -5.277
C 3.015 -3.704 -1.492
C 0.638 2.441 2.135
H -2.264 1.526 0.858
C -1.553 -1.738 -4.976
H 3.036 2.657 0.763
H -2.216 -1.897 -7.002
N 0.506 -0.856 2.572
N 1.340 0.663 -1.380
C -6.287 -2.533 0.817
H -6.417 -2.614 1.896
H 3.206 0.438 -0.466
C 1.580 -0.112 3.266
H -1.279 3.419 2.084
C -2.736 -1.869 0.636
H -2.611 6.294 -3.308
C -3.713 -0.048 -0.355
H -3.796 4.362 -5.182
C -4.204 -4.757 -2.096
C -2.154 3.291 -2.807
H 1.517 2.960 -0.083
C -4.950 -0.600 -0.126
H 1.131 0.503 4.046
C 2.205 -4.450 -3.629
H 0.832 1.384 -1.907
H 2.968 0.078 1.635
H -1.703 1.095 2.329
H -5.417 -3.104 -2.731
C 2.339 0.725 2.250
H 0.637 1.180 -6.205
H 2.314 -5.064 -4.510
N -2.316 3.296 -4.128
H -0.834 -0.012 -7.800
C 2.162 2.171 0.314
C 1.115 -3.611 -3.500
N -1.408 1.398 1.398
C -0.815 -0.299 -6.758
H -0.603 3.076 0.478
C -4.424 -3.436 -2.460
H 3.755 -3.741 -0.707
H -5.027 -5.457 -2.078
C -2.877 4.548 -4.625
C 0.034 -0.003 -4.528
H 1.213 3.369 2.225
H 2.992 1.443 2.761
H 4.014 -5.144 -2.707
C -1.860 -4.297 -1.812
H -2.019 2.524 -4.703
C -0.755 -1.055 -4.061
H -5.848 -0.097 -0.449
C -0.708 2.693 1.499
H -2.153 -2.583 -4.663
S 1.868 -1.905 0.151
C -3.365 -2.543 -2.493
H -0.259 -1.088 3.209
*
```